ORCA calculation (ωB97M-V/def2-TZVPD) on C2Cl2FNS as an isolated structure.

Positions of all 7 atoms, in Å:
1 Cl 0.83 0.69 -0.67
2 Cl 2.57 -0.92 1.01
3 S -1.86 0.43 -0.18
4 F 2.27 -1.27 -1.47
5 N -0.80 -2.16 -0.22
6 C -1.35 -1.16 -0.27
7 C 2.06 -0.45 -0.49

Properties
LUMO energy (spin up / spin down), eV: -1.1 / -3.0
E_tot, Eh: -1549.27578
Spin multiplicity: 1
HOMO level (spin up / spin down), eV: -9.69 / -8.64
Energy above the lowest of the compared OMol25 structures with the same formula, charge and spin, kJ/mol: 220.8
Orbital gap (spin up / spin down), eV: 8.60 / 5.65